No. 1
Density functional theory data (ωB97M-V/def2-TZVPD) for a structure of composition C6H10O.

CARTESIAN COORDINATES (ANGSTROEM)
C1 -2.29930 0.06777 0.39527
C2 -0.81409 -0.07801 0.53558
C3 -0.13168 -1.21008 -0.02770
C4 1.32121 -1.17529 0.20775
C5 1.95158 0.01220 0.19966
C6 1.25554 1.26913 -0.28382
O1 -0.09814 1.01905 -0.68814
H1 -2.78140 -0.37199 1.27590
H2 -2.66285 -0.45095 -0.49660
H3 -2.58858 1.12035 0.33824
H4 -0.37558 0.42138 1.40510
H5 -0.10130 -0.13119 -1.02276
H6 -0.67119 -2.13369 -0.21021
H7 1.87727 -2.09392 0.38999
H8 3.01360 0.10067 0.41562
H9 1.27135 2.07924 0.45845
H10 1.76128 1.65221 -1.17920

Calculated values
- LUMO level: 0.041 hartree
- Highest occupied orbital energy: -7.42 eV
- Energy above the lowest of the compared OMol25 structures with the same formula, charge and spin: 335.4 kJ/mol
- E_tot: -8427.76433 eV
- Frontier orbital gap: 8.539 eV


No. 2
Density functional theory data (ωB97M-V/def2-TZVPD) for a cluster of 11 separate species, C5H29NO10 in total in a non-equilibrium geometry.

CARTESIAN COORDINATES (ANGSTROEM)
N1 0.37333 -0.77468 -0.26819
C1 0.67933 -1.64130 -1.34339
C2 0.00556 -1.57034 -2.53446
C3 -1.41672 -1.23352 -2.81335
C4 -1.95732 0.02152 -2.50141
C5 1.93405 -2.46198 -1.14829
H1 -0.52393 -0.35027 -0.30240
H2 0.82744 -0.78471 0.66486
H3 0.37699 -2.12478 -3.40291
H4 -1.98726 -2.06521 -3.18546
H5 -2.94609 0.16024 -2.78198
H6 -1.43355 1.00575 -2.25541
H7 2.63806 -1.82270 -0.59626
H8 2.40344 -2.77664 -2.16090
H9 1.81188 -3.36266 -0.67359
H10 0.86573 -1.51723 3.04228
H11 1.56654 -2.81557 2.31893
O1 0.82296 -2.40824 2.86267
H12 2.37628 -0.17630 2.42941
H13 2.54932 -0.30708 0.85611
O2 2.35431 -0.82298 1.71785
H14 -0.62156 -2.33290 1.68811
H15 -2.30086 -2.35924 1.63519
O3 -1.44729 -2.03787 1.24685
H16 -1.60027 1.26134 2.19621
H17 -1.48463 1.28855 3.63638
O4 -1.04546 0.85835 2.84303
H18 -2.70667 2.96974 0.52944
H19 -2.02518 1.46069 0.49851
O5 -2.02742 2.37650 0.90462
H20 1.22453 2.88988 2.06629
H21 0.22497 1.99500 2.91051
O6 0.95205 2.79915 2.94728
H22 0.79629 0.90455 -2.52406
H23 -0.10897 0.48796 -3.65806
O7 0.70944 0.99588 -3.52739
H24 1.00291 2.99359 -0.60157
H25 -0.39708 3.16557 -0.14655
O8 0.43689 3.62352 -0.04460
H26 -2.75767 -0.35431 0.91073
H27 -2.77462 -1.02234 -0.45816
O9 -3.10462 -0.25724 0.04055
H28 3.05959 0.25868 -1.43155
H29 2.84816 1.73257 -1.29915
O10 2.47584 0.91473 -0.98863

Calculated values
- LUMO level: 0.002 hartree
- Highest occupied orbital energy: -7.68 eV
- Energy above the lowest of the compared OMol25 structures with the same formula, charge and spin: 560.3 kJ/mol
- E_tot: -27617.83079 eV
- Structure (SMILES): C=C/C=C(/C)N.O.O.O.O.O.O.O.O.O.O
- Frontier orbital gap: 7.744 eV


No. 3
Density functional theory data (ωB97M-V/def2-TZVPD) for the molecule C2H8N4O in a non-equilibrium geometry.

CARTESIAN COORDINATES (ANGSTROEM)
C1 1.57412 -0.92360 0.37604
C2 -0.54989 0.00219 -0.34585
H1 1.28771 -1.76234 1.04639
H2 2.54713 -1.09525 -0.14115
H3 1.60191 -0.02745 1.00923
H4 0.41045 -1.48778 -1.23738
H5 -1.60969 -1.59233 0.32541
H6 -2.48576 0.82100 0.22599
H7 0.55088 2.60491 0.71830
H8 1.11297 1.67784 -0.76719
N1 0.63892 -0.64322 -0.70589
N2 -1.74895 -0.80648 -0.35879
N3 -0.68509 1.18940 0.01604
N4 0.27003 2.15645 -0.28219
O1 -2.91475 -0.11335 0.12104

Calculated values
- LUMO level: 0.026 hartree
- Highest occupied orbital energy: -8.44 eV
- Energy above the lowest of the compared OMol25 structures with the same formula, charge and spin: 417.9 kJ/mol
- E_tot: -10208.28147 eV
- Structure (SMILES): CN/C(=N\N)NO
- Frontier orbital gap: 9.137 eV


No. 4
Density functional theory data (ωB97M-V/def2-TZVPD) for the molecule C2H6N2O2S2 in a non-equilibrium geometry.

CARTESIAN COORDINATES (ANGSTROEM)
C1 1.34004 -0.26097 0.43561
C2 1.47519 -0.42227 -1.17170
N1 -2.29051 1.19556 0.69732
N2 2.42474 0.05292 1.10070
O1 0.06231 -0.39211 0.80653
O2 -1.72505 -0.45487 -1.27335
S1 -2.83138 -1.63774 1.09712
S2 -1.83432 -0.37962 0.12546
H1 2.53712 -0.53977 -1.26521
H2 1.26122 0.67395 -1.48635
H3 0.78778 -1.19034 -1.52749
H4 -1.75488 1.93927 0.31273
H5 -2.76079 1.40257 1.55099
H6 3.30853 0.01344 0.59765

Calculated values
- LUMO level: -0.058 hartree
- Highest occupied orbital energy: -9.03 eV
- Energy above the lowest of the compared OMol25 structures with the same formula, charge and spin: 276.8 kJ/mol
- E_tot: -30913.17044 eV
- Structure (SMILES): [H]/N=C(\C)O[S@@](N)(=O)=S
- Frontier orbital gap: 7.453 eV


No. 5
Density functional theory data (ωB97M-V/def2-TZVPD) for a structure of composition C43H44As2N11O8SY.

CARTESIAN COORDINATES (ANGSTROEM)
Y1 -0.06091 1.11960 0.50661
C1 -5.51787 0.87283 4.08471
C2 -4.81566 2.22288 4.06693
N1 -3.36727 2.11583 4.03060
C3 -2.64789 1.89699 2.90745
S1 -0.93497 1.88686 3.07511
N2 -3.35723 1.69179 1.80899
N3 -2.62102 1.59996 0.67546
C4 -3.30087 1.46276 -0.41947
C5 -4.79279 1.32984 -0.46694
C6 -2.57627 1.66978 -1.68702
C7 -3.22771 1.67328 -2.91680
C8 -2.53106 2.06205 -4.05092
C9 -1.21553 2.47386 -3.93222
C10 -0.62686 2.40848 -2.67705
N4 -1.26948 1.97192 -1.60312
H1 -6.60103 1.00058 4.10882
H2 -5.22193 0.28924 4.95799
H3 -5.25921 0.30898 3.18850
H4 -5.07224 2.79969 4.95625
H5 -5.13915 2.80042 3.20061
H6 -2.83316 2.25950 4.87118
H7 -5.18507 1.13763 0.52530
H8 -5.08452 0.51310 -1.13258
H9 -5.24749 2.24639 -0.85124
H10 -4.27021 1.40169 -2.98876
H11 -3.02742 2.07715 -5.01256
H12 -0.65516 2.84804 -4.77748
H13 0.39223 2.73366 -2.50763
O1 2.28470 4.58243 -0.00290
C11 1.74668 3.73373 0.68442
O2 0.63400 3.13829 0.39201
C12 2.38163 3.32639 1.99839
C13 3.03685 4.30617 2.71372
C14 3.61400 4.01771 3.94210
C15 3.59855 2.73835 4.45835
C16 3.00984 1.75134 3.70195
C17 2.33031 1.98741 2.47789
O3 1.72813 1.02556 1.85337
N5 3.08970 0.39195 4.21658
O4 3.40397 -0.49526 3.44482
O5 2.85224 0.21312 5.39481
N6 4.26940 5.07605 4.70064
O6 4.27901 6.19567 4.22799
O7 4.80511 4.77527 5.75228
H14 3.08728 5.30473 2.30365
H15 4.05612 2.51009 5.40963
C18 2.85323 -2.82877 1.40986
As1 1.46829 -2.10186 0.23619
C19 2.25130 -2.73194 -1.45322
C20 0.08161 -3.44063 0.54904
C21 0.04736 -4.65541 -0.12629
C22 -0.95486 -5.58355 0.12568
C23 -1.91769 -5.30650 1.08214
C24 -1.88894 -4.09593 1.76317
C25 -0.91054 -3.14190 1.49761
As2 -0.96568 -1.32688 2.27225
C26 -2.70571 -1.37548 3.16586
C27 0.16268 -1.52869 3.84386
H16 3.04076 -3.87053 1.14863
H17 2.52690 -2.76524 2.44379
H18 3.76468 -2.24225 1.30921
H19 2.72000 -3.70865 -1.33410
H20 3.01730 -2.01179 -1.74617
H21 1.49354 -2.79096 -2.23272
H22 0.80604 -4.89056 -0.86302
H23 -0.97560 -6.52094 -0.41493
H24 -2.69431 -6.02931 1.29777
H25 -2.64961 -3.90896 2.51131
H26 -3.52339 -1.32306 2.44575
H27 -2.76901 -0.48965 3.79557
H28 -2.81451 -2.25587 3.79839
H29 -0.06873 -2.45650 4.36478
H30 -0.02609 -0.66942 4.48628
H31 1.20622 -1.50852 3.54348
N7 -4.75377 -2.95516 0.14862
C28 -4.39185 -3.03012 -1.16047
O8 -5.09940 -3.52959 -2.01089
C29 -3.07763 -2.40543 -1.53090
C30 -2.52108 -2.74262 -2.75838
C31 -1.33045 -2.15111 -3.13081
C32 -0.74902 -1.23432 -2.26931
N8 -1.27244 -0.88851 -1.09601
C33 -2.41820 -1.47582 -0.74210
H32 -5.59025 -3.46034 0.39687
H33 -4.04767 -2.86821 0.85975
H34 -3.04085 -3.45392 -3.38627
H35 -0.85298 -2.38274 -4.07307
H36 0.18193 -0.75186 -2.53178
H37 -2.83951 -1.14511 0.19943
N9 6.15152 0.50831 -9.10169
C34 5.70583 0.54798 -8.04430
C35 5.14810 0.59851 -6.72135
C36 5.66383 1.49267 -5.78483
C37 5.11980 1.55194 -4.51502
C38 4.07153 0.70540 -4.17998
C39 3.56272 -0.19821 -5.10339
C40 4.09442 -0.24521 -6.37925
N10 3.50842 0.76668 -2.88092
C41 4.18294 0.89256 -1.68589
C42 3.22804 0.97325 -0.72435
N11 1.97434 0.91353 -1.30024
C43 2.18438 0.78247 -2.58797
H38 6.47882 2.14708 -6.06014
H39 5.49110 2.26479 -3.79126
H40 2.77053 -0.87565 -4.81257
H41 3.70891 -0.94411 -7.10821
H42 5.25677 0.89475 -1.63828
H43 3.34655 1.04367 0.34064
H44 1.43964 0.76038 -3.36638

Calculated values
- LUMO level: -0.025 hartree
- Highest occupied orbital energy: -7.81 eV
- Energy above the lowest of the compared OMol25 structures with the same formula, charge and spin: 0.0 kJ/mol
- E_tot: -211633.03870 eV
- Frontier orbital gap: 7.142 eV